(1)
ORCA calculation (ωB97M-V/def2-TZVPD) on 7 unconnected molecules or ions with the total composition C33H47N7O12.

```
99
C33H47N7O12 ωB97M-V/def2-TZVPD
C -3.97538 -49.46498 18.77558
C -3.23026 -48.13535 18.30785
C -4.25242 -47.50262 17.26959
C -4.10262 -45.92044 17.16704
C -4.09474 -45.15283 18.48012
C -2.97278 -45.70169 19.50810
N -3.07279 -47.21119 19.51512
O -2.53958 -47.84860 20.49820
C -3.13752 -45.12200 20.87386
C -1.55836 -45.31648 18.97793
C -1.90646 -48.45115 17.74481
H -3.54065 -50.20395 19.37171
H -4.59563 -49.91534 17.81477
H -4.76380 -49.19381 19.74667
H -5.28238 -47.66496 17.55676
H -4.30301 -47.90651 16.15556
H -4.84844 -45.51838 16.60436
H -3.13505 -45.89232 16.72829
H -4.97484 -45.45560 19.00638
H -3.90362 -44.22742 18.48375
H -3.89969 -45.60734 21.18350
H -3.37756 -44.13765 20.76810
H -2.24278 -45.00750 21.59758
H -0.71477 -45.71190 19.64709
H -1.50858 -44.29554 19.15474
H -1.26769 -45.55307 17.97928
H -2.05970 -49.07924 16.73395
H -1.19979 -48.94081 18.26950
H -1.51973 -47.50361 17.23814
N -7.51479 -47.28564 19.97539
O -6.37569 -47.07174 20.58677
O -7.50260 -48.11129 19.04400
O -8.50421 -46.67806 20.23260
C -7.74084 -43.37414 24.14775
C -8.13485 -44.17796 22.77719
C -8.12915 -43.39903 21.46440
C -7.95466 -41.82607 21.56445
C -7.52214 -41.14374 22.86578
C -7.52193 -42.02733 24.09449
N -8.07637 -41.06808 20.29397
O -7.34995 -39.93384 20.16225
O -8.65561 -41.53963 19.33483
H -7.74755 -44.01876 25.25380
H -8.29825 -45.18189 22.84107
H -8.32407 -43.87876 20.50364
H -7.29481 -40.15123 22.85804
H -7.16760 -41.33826 24.81130
C -4.65251 -46.63827 25.61208
C -5.19736 -47.54929 26.69348
C -6.51236 -48.34857 26.41956
C -7.22953 -48.15531 25.15948
C -6.69760 -47.12168 24.08625
C -5.39088 -46.43070 24.40090
N -8.52732 -48.77370 24.96357
O -8.97799 -49.45752 25.93268
O -8.90805 -48.76960 23.74715
H -3.78962 -46.02259 25.69479
H -4.54188 -47.70047 27.63700
H -6.93311 -48.87100 27.31461
H -7.08933 -46.75118 23.16589
H -4.69299 -45.67157 23.75016
C -3.97509 -50.51575 22.34806
C -3.75755 -51.98398 22.14131
C -4.77769 -52.90581 21.38057
C -6.09777 -52.27236 20.97911
C -6.15066 -50.65230 21.08031
C -5.13318 -49.86458 21.88694
N -7.16716 -53.00872 20.43468
O -8.40262 -52.64606 20.32840
O -6.90801 -54.20622 20.27706
H -3.16723 -49.90500 22.87656
H -2.82899 -52.25607 22.35825
H -4.49407 -53.94117 21.06283
H -7.07529 -50.14248 20.79049
H -5.11643 -48.78103 22.11866
C -7.39059 -45.70005 14.74778
O -7.25087 -46.93910 14.94782
N -7.68798 -44.86666 15.71511
C -7.84395 -43.36777 15.56544
C -8.05446 -45.43221 17.09123
H -7.09605 -45.27898 13.78887
H -7.43990 -42.78008 16.44431
H -8.78991 -42.90301 15.90572
H -7.49931 -42.96847 14.56475
H -7.44797 -46.27709 17.32523
H -9.12426 -45.72564 16.92057
H -8.30915 -44.73947 17.93316
C -13.99064 -44.84477 20.51447
O -14.52115 -44.84578 21.61515
N -12.81028 -45.46845 20.29461
C -11.97574 -45.38154 19.03166
C -12.20672 -46.34036 21.24044
H -14.36402 -44.42286 19.63931
H -11.04060 -45.73480 19.27194
H -11.68763 -44.38905 19.03590
H -12.52320 -45.63077 17.93019
H -11.51682 -47.26097 21.03042
H -13.04708 -46.75828 21.78715
H -11.66233 -45.80100 22.00416
```

Values from the calculation:
ΔE to the lowest compared entry with this formula, charge and spin ... 88.8 kJ/mol
HOMO-LUMO gap ... 4.5360 eV
Highest occupied orbital energy ... -8.60 eV
Lowest unoccupied orbital energy ... -4.07 eV

Results of the Löwdin charge analysis, in e, for atoms 1 through 2: C -0.0168; C -0.4389

***

(2)
ORCA calculation (ωB97M-V/def2-TZVPD) on a molecular structure, C34H42N4O3P2RuS.

```
87
C34H42N4O3P2RuS ωB97M-V/def2-TZVPD
Ru 0.28238 -0.79265 1.85549
C -1.05805 1.48663 2.67779
C -1.43013 0.58369 1.67525
C -1.20251 0.95574 0.21875
C -0.08853 0.20626 -0.50645
C 1.25789 0.13451 0.17960
C 1.54387 0.93600 1.32640
C 1.05982 2.36170 1.53300
C -0.12260 2.61130 2.51148
C 1.77726 -1.73403 2.81080
H -1.49421 1.35841 3.67424
H -2.26113 -0.12299 1.85938
H -0.99559 2.02480 0.15191
H -2.14615 0.75407 -0.32135
H -0.45724 -0.79165 -0.81529
H 0.08107 0.72369 -1.46684
H 2.04614 -0.43445 -0.30942
H 2.50306 0.76491 1.81657
H 0.80749 2.87213 0.57889
H 1.89790 2.93501 1.95284
H 0.30026 2.82563 3.51504
H -0.65560 3.52084 2.17287
H 2.23966 -1.01983 3.53067
H 2.53164 -2.15264 2.12272
H 1.33067 -2.56390 3.38452
P 1.46677 -0.87896 -2.90681
P -1.86674 -0.37980 -2.87478
N 2.79033 0.19553 -3.18242
N 2.08143 -2.21610 -4.04663
N -2.01489 1.42740 -3.40638
N -3.37666 -0.92948 -3.55293
C 0.42860 -0.14431 -4.26406
C -0.88916 -0.90893 -4.35699
C 3.95278 0.29447 -2.38533
C 4.88016 1.07957 -3.05504
C 4.31201 1.42556 -4.33083
C 3.04879 0.86112 -4.39189
C 2.47887 -3.47895 -3.60158
C 2.75304 -4.29596 -4.71119
C 2.52125 -3.49357 -5.87626
C 2.16137 -2.23158 -5.43854
C -2.14222 2.45487 -2.45239
C -2.00219 3.69134 -3.07006
C -1.88825 3.44202 -4.47450
C -1.88608 2.05422 -4.65659
C -4.16142 -0.30891 -4.53528
C -5.13508 -1.19300 -4.97093
C -4.92408 -2.43430 -4.27110
C -3.83362 -2.25685 -3.43900
H 0.84017 -0.13251 -5.28173
H 0.25211 0.89901 -3.95525
H -1.42129 -0.70110 -5.30354
H -0.73180 -2.00474 -4.26200
H 4.00494 -0.15499 -1.40502
H 5.86033 1.36667 -2.70871
H 4.72720 1.98533 -5.15626
H 2.31305 0.95285 -5.15828
H 2.51855 -3.70315 -2.55296
H 3.10520 -5.31462 -4.69482
H 2.63396 -3.79502 -6.92190
H 1.93300 -1.34994 -6.01222
H -2.34325 2.26870 -1.40269
H -1.99748 4.64054 -2.54782
H -1.83847 4.20230 -5.25413
H -1.79007 1.46841 -5.55784
H -3.91140 0.68832 -4.85157
H -5.91861 -0.97122 -5.68384
H -5.52195 -3.33212 -4.37471
H -3.30373 -2.95328 -2.80789
C 0.27597 0.91789 10.67498
C -0.03559 0.42967 9.29593
C -0.05725 -0.95966 9.12102
C -0.31092 -1.50738 7.86635
C -0.63542 -0.65986 6.79264
C -0.59263 0.73236 6.95468
C -0.31481 1.27942 8.21339
S -1.00049 -1.43323 5.19950
O -0.42160 -2.76113 5.36229
O -2.44799 -1.33730 5.06256
O -0.25589 -0.56563 4.23811
H -0.49828 0.56037 11.37428
H 1.23051 0.48481 11.00634
H 0.37657 2.00384 10.69592
H 0.11833 -1.62395 9.97261
H -0.25372 -2.57440 7.71165
H -0.76987 1.37436 6.09886
H -0.31976 2.36176 8.37472
```

Values from the calculation:
ΔE to the lowest compared entry with this formula, charge and spin ... 0.0 kJ/mol
Spin multiplicity ... 5
HOMO-LUMO gap (alpha / beta) ... 6.7381 / 2.7130 eV
Highest occupied orbital energy (alpha / beta) ... -11.81 / -11.80 eV
Charge ... +2
Lowest unoccupied orbital energy (alpha / beta) ... -5.07 / -9.09 eV

Results of the Löwdin charge analysis, in e, for atoms 1 through 2: Ru 1.1303; C -0.0714

***

(3)
ORCA calculation (ωB97M-V/def2-TZVPD) on 2 unconnected molecules or ions with the total composition C2H6IN3.

```
12
C2H6IN3 ωB97M-V/def2-TZVPD
C 0.14887 0.57575 -0.97659
C 1.71996 -0.83918 1.20865
N 1.27972 -1.61341 2.07420
N -0.38337 1.46155 -1.68984
N -0.26203 -0.13306 0.03788
I 3.20884 0.04590 0.55573
H 1.20974 0.35132 -1.20733
H 0.31698 -1.99434 1.79004
H 1.68239 -1.84692 3.02954
H -0.07993 1.82511 -2.60884
H -1.36218 1.61156 -1.69370
H -1.05148 -0.12525 0.70488
```

Values from the calculation:
ΔE to the lowest compared entry with this formula, charge and spin ... 444.6 kJ/mol
HOMO-LUMO gap (alpha / beta) ... 7.5577 / 7.5836 eV
Highest occupied orbital energy (alpha / beta) ... -18.95 / -18.97 eV
Charge ... +2
Lowest unoccupied orbital energy (alpha / beta) ... -11.39 / -11.38 eV

Results of the Löwdin charge analysis, in e, for atoms 1 through 2: C -0.3417; C -0.7259

***

Number 1: calculated total energy -69950.8552 eV. Number 2: calculated total energy -80013.3220 eV. Number 3: calculated total energy -14719.8967 eV.